Record 1
The following is a quantum chemistry calculation of an isolated ion of composition C4H9N4O and charge +1, from the Open Molecules 2025 dataset.

Structure (XYZ):
```
18
Properties=species:S:1:pos:R:3:lowdin_charge:R:1
C -1.91260 -0.33502 -0.27085 -0.14
C -0.78960 -1.11804 -0.14818 0.07
C 0.83409 0.54057 -0.00032 0.06
C 2.24331 0.66448 0.07693 -0.28
N -2.13488 0.87749 0.15330 0.05
N 0.51989 -0.75262 0.11486 -0.16
N -3.28780 1.34441 -0.07514 0.12
N 1.50132 -1.70644 0.31943 0.13
O 2.78849 2.01309 -0.03214 -0.06
H -2.79345 -0.95934 -0.73899 0.17
H -0.90992 -2.14664 -0.24933 0.12
H 2.68183 0.03463 0.97497 0.18
H 2.87016 0.14007 -0.75036 0.17
H -3.46734 2.34776 0.16485 0.17
H -4.18428 0.83998 -0.35902 0.18
H 1.27246 -2.61416 0.35702 0.07
H 2.23586 -1.60100 -0.32158 0.08
H 2.53247 2.43079 0.78456 0.07
```

Calculated total energy   -12288.4299 eV
Net charge   +1
E_LUMO (spin up / spin down)   -6.2214 / -6.2216 eV
Highest occupied orbital energy (spin up / spin down)   -13.0 / -13.0 eV
HOMO-LUMO gap (spin up / spin down)   6.75 / 6.75 eV

=====

Record 2
The following is a quantum chemistry calculation of C21H25BN7ORu as an isolated structure, from the Open Molecules 2025 dataset.

Structure (XYZ):
```
56
Properties=species:S:1:pos:R:3:lowdin_spin:R:1
Ru -0.23200 0.12803 0.03407 0.85
B -2.13988 0.37675 3.30103 0.00
N -1.34258 -0.87672 2.94370 0.00
C -1.24813 -1.95123 3.74119 0.00
C -0.50876 -2.93040 3.10175 0.00
C -0.17720 -2.36477 1.87725 0.00
N -0.68644 -1.12935 1.80867 -0.02
N -2.36860 1.32575 2.11750 -0.01
C -3.20885 2.36645 2.17182 0.03
C -3.30941 2.94852 0.91614 0.01
C -2.46621 2.19426 0.12085 0.01
N -1.90881 1.22299 0.86578 0.00
H -3.20844 0.04480 3.73913 0.00
H -1.61600 0.96110 4.21546 0.00
H -1.72214 -1.96556 4.70707 0.00
H -0.25632 -3.90769 3.47086 0.00
H 0.37634 -2.79015 1.05473 0.00
H -3.69275 2.64510 3.09211 0.00
H -3.91417 3.78635 0.62071 0.00
H -2.27210 2.27270 -0.93695 0.00
O 0.48365 1.39511 -1.93746 0.00
C 1.80355 1.96861 -1.88243 0.00
C 1.88107 3.17441 -0.95545 0.00
C 1.40551 2.84408 0.46543 0.01
C 2.25921 1.77036 1.06361 0.01
C 3.46067 2.06179 1.69203 0.00
C 4.25989 1.02637 2.14836 0.00
C 3.84056 -0.28554 1.95901 0.00
C 2.62389 -0.50438 1.35002 0.00
N 1.85127 0.49993 0.91289 0.05
H -0.09329 1.98545 -2.43827 0.00
H 2.13116 2.24759 -2.88491 0.00
H 2.45073 1.16827 -1.52237 0.00
H 1.27118 3.99124 -1.34746 0.00
H 2.91956 3.50986 -0.92983 0.00
H 0.36285 2.49937 0.44173 0.00
H 1.45009 3.74224 1.07942 0.00
H 3.75376 3.09362 1.82837 0.00
H 5.20061 1.23717 2.63848 0.00
H 4.43983 -1.12254 2.28445 0.00
H 2.25799 -1.51080 1.19443 0.00
N -2.37887 -3.04221 -1.93520 0.01
C -2.05337 -2.18644 -0.96771 0.01
N -1.01275 -1.43780 -1.30388 0.03
C -0.62870 -1.83458 -2.58517 0.00
C 0.39666 -1.40268 -3.42358 0.00
C 0.50126 -2.00897 -4.65857 0.00
C -0.37462 -3.02564 -5.05754 0.00
C -1.39317 -3.46493 -4.23592 0.00
C -1.50012 -2.85418 -2.99374 0.00
H -3.12581 -3.71998 -1.91216 0.00
H -2.57645 -2.11851 -0.02709 0.00
H 1.07870 -0.62613 -3.11183 0.00
H 1.28163 -1.70082 -5.34006 0.00
H -0.24950 -3.48049 -6.02969 0.00
H -2.07618 -4.24579 -4.54078 0.00
```

Expectation value of S²   0.7721
Calculated total energy   -37904.6136 eV
Net charge   +2
E_LUMO (spin up / spin down)   -8.8235 / -8.4551 eV
Highest occupied orbital energy (spin up / spin down)   -14.0 / -14.0 eV
HOMO-LUMO gap (spin up / spin down)   5.23 / 5.59 eV
Multiplicity   2

=====

Record 3
The following is a quantum chemistry calculation of a 12-piece molecular cluster, H24O12 overall, from the Open Molecules 2025 dataset.

Structure (XYZ):
```
36
Properties=species:S:1:pos:R:3:lowdin_charge:R:1
O 0.50716 0.47492 0.43782 -0.08
H -0.08745 -0.15364 0.01316 -0.03
H 1.33251 -0.01297 0.53656 0.03
O -0.94693 -1.33135 1.27500 -0.09
H -1.87145 -1.23390 1.52946 0.03
H -0.95783 -2.03525 0.61667 0.05
O -0.56866 -3.11943 2.67772 -0.06
H 0.02861 -3.11269 3.43417 0.05
H -0.63441 -4.05095 2.43913 0.04
O 0.27807 0.50017 -2.28657 -0.06
H -0.01099 -0.35248 -1.94243 0.01
H 1.10660 0.30236 -2.73756 0.04
O 3.49232 3.46869 0.04891 -0.05
H 2.71205 3.10489 -0.38447 0.02
H 3.14336 4.17117 0.60904 0.03
O 2.34037 -3.08590 -1.57075 -0.05
H 2.01394 -3.86301 -1.10327 0.04
H 1.94374 -2.34476 -1.09917 0.02
O 6.09805 -0.71938 1.16533 -0.06
H 5.27038 -1.07386 1.50925 0.03
H 5.91264 -0.55200 0.23442 0.03
O -2.87666 2.96651 -0.08007 -0.07
H -3.79335 2.70965 0.07056 0.02
H -2.50040 3.02300 0.80549 0.03
O 0.16808 5.23158 -0.44326 -0.05
H 0.76563 5.70149 0.14929 0.03
H 0.73034 4.57693 -0.87255 0.02
O -3.34324 0.92442 1.74796 -0.05
H -4.07151 0.31997 1.56562 0.04
H -2.69448 0.37846 2.20625 0.03
O -1.61710 -3.47832 -2.14844 -0.06
H -2.55448 -3.40526 -2.36052 0.03
H -1.17976 -3.45305 -3.00698 0.04
O -2.43115 -0.07334 -0.74694 -0.05
H -2.73669 0.46939 -1.48252 0.06
H -2.96731 -0.87209 -0.80629 0.04
```

Calculated total energy   -24957.3878 eV
E_LUMO   -0.2695 eV
Highest occupied orbital energy   -9.8 eV
HOMO-LUMO gap   9.48 eV
Structure (SMILES)   O.O.O.O.O.O.O.O.O.O.O.O

=====

Record 4
The following is a quantum chemistry calculation of C15H12Cl3N2O3RhSi as an isolated structure, from the Open Molecules 2025 dataset.

Structure (XYZ):
```
37
Properties=species:S:1:pos:R:3:lowdin_spin:R:1
Rh 0.10179 -1.16865 0.56907 1.03
C -3.52828 -3.20101 2.51488 0.00
O -4.40282 -2.19633 1.98978 0.10
C -4.01906 -1.36888 1.02129 0.15
C -5.01778 -0.57164 0.45992 -0.02
C -4.72108 0.34336 -0.52384 0.14
C -3.40817 0.48912 -1.01601 0.03
C -2.40271 -0.26418 -0.48386 0.08
C -0.98104 -0.25050 -0.95965 0.23
N -0.34242 0.98434 -0.98438 0.74
N 0.83050 1.29858 -1.29426 0.37
C 1.90262 0.52464 -0.94159 0.17
O 1.78553 -0.60480 -0.39259 0.16
C 3.22767 1.03667 -1.30582 0.00
C 3.38064 2.29152 -1.89528 0.03
C 4.64550 2.75656 -2.20829 0.00
C 5.76212 1.97504 -1.94222 0.03
C 5.61311 0.72536 -1.35411 0.00
C 4.35174 0.25669 -1.03334 0.02
C -2.66830 -1.17426 0.58470 0.09
O -1.67795 -1.75900 1.17067 0.35
H -2.75930 -2.76486 3.14712 0.00
H -3.05945 -3.76571 1.70988 0.00
H -4.16906 -3.85429 3.09981 0.00
H -6.02590 -0.69268 0.83175 0.00
H -5.51476 0.95138 -0.93687 0.01
H -3.19193 1.18642 -1.81432 0.00
H -0.82297 -0.82580 -1.87994 0.04
H 2.50331 2.88920 -2.09870 0.00
H 4.76526 3.73238 -2.65998 0.00
H 6.75074 2.33899 -2.18998 0.00
H 6.48285 0.11881 -1.13933 0.00
H 4.22020 -0.70784 -0.56327 0.00
Cl -1.08134 1.20658 2.89113 0.01
Si 0.55307 -0.07888 2.62967 0.13
Cl 2.19427 1.19959 2.54457 0.04
Cl 0.72339 -1.05591 4.45338 0.06
```

Expectation value of S²   6.0688
Calculated total energy   -73325.2775 eV
E_LUMO (spin up / spin down)   0.4142 / -2.7292 eV
Highest occupied orbital energy (spin up / spin down)   -6.8 / -8.9 eV
HOMO-LUMO gap (spin up / spin down)   7.22 / 6.16 eV
Multiplicity   5

=====

Among the records above, which one has the highest calculated total energy?
C4H9N4O